[1]
The following is a quantum chemistry calculation of a structure of composition C8H13NSi at a distorted geometry, from OMol25.

Summary:
maximum force = 7.21 eV Å⁻¹
Kohn-Sham gap = 8.3 eV

Geometry as ORCA input:
```
! wB97M-V def2-TZVPD RIJCOSX def2/J DEFGRID3
* xyz 0 1
C -3.274 0.614 0.016
C -2.248 1.600 0.016
C -2.952 -0.729 -0.037
C -0.913 1.241 -0.169
C -1.631 -1.060 -0.206
C -0.629 -0.138 -0.243
C 1.179 -2.266 0.223
C 2.751 1.168 0.766
N 0.689 -0.472 -0.214
Si 2.090 0.385 -0.833
H -4.367 0.775 0.119
H -2.679 2.528 0.115
H -3.666 -1.456 -0.029
H -0.205 1.955 -0.208
H -1.438 -2.068 -0.293
H 2.132 -2.002 0.474
H 0.525 -2.262 1.138
H 0.790 -2.595 -0.717
H 2.090 1.908 1.121
H 2.978 0.439 1.438
H 3.750 1.776 0.627
H 3.120 -0.731 -1.218
H 1.909 1.387 -1.887
*
```

[2]
The following is a quantum chemistry calculation of a cluster of 3 separate species, C8H13O2S in total at a distorted geometry, from OMol25.

Summary:
maximum force = 6.39 eV Å⁻¹
Kohn-Sham gap = 6.0 eV

Geometry as ORCA input:
```
! wB97M-V def2-TZVPD RIJCOSX def2/J DEFGRID3
* xyz -1 1
O 2.931 1.764 -0.078
H 2.084 1.797 -0.428
C -1.743 1.501 -0.907
S -0.645 0.557 -2.083
O -1.512 0.211 -3.342
C 0.297 1.998 -2.584
H -2.315 0.651 -0.463
H -2.405 1.887 -1.491
H -1.218 2.268 -0.512
H -0.170 2.505 -3.285
H 1.271 1.670 -2.957
H 0.561 2.734 -1.930
C 0.752 -2.944 1.308
C -0.646 -2.757 1.872
C -1.169 -1.522 2.103
C -0.316 -0.349 1.864
C 1.060 -0.477 1.670
C 1.595 -1.787 1.188
H 1.357 -3.750 0.746
H -1.215 -3.621 1.943
H -2.101 -1.426 2.594
H -0.878 0.649 2.119
H 1.778 0.423 1.829
H 2.648 -1.985 0.833
*
```

[3]
The following is a quantum chemistry calculation of the molecule C8H14 at a distorted geometry, from OMol25.

Summary:
maximum force = 5.31 eV Å⁻¹
Kohn-Sham gap = 4.9 eV

Geometry as ORCA input:
```
! wB97M-V def2-TZVPD RIJCOSX def2/J DEFGRID3
* xyz 0 1
C -2.132 1.951 0.155
C -1.730 0.453 0.347
C -0.580 0.195 1.237
C 0.808 -0.042 0.685
C 0.825 -0.769 -0.596
C 1.009 -2.119 -0.676
C 1.326 -2.997 -1.726
C 1.642 1.271 0.698
H -2.996 2.095 -0.451
H -1.376 2.600 -0.455
H -2.099 2.458 1.116
H -1.538 0.113 -0.694
H -2.771 0.187 0.563
H 1.249 -0.831 1.226
H -0.728 -0.183 2.223
H 0.553 -0.282 -1.601
H 0.394 -2.180 0.241
H 1.174 -4.024 -1.575
H 1.344 -2.660 -2.683
H 2.736 0.975 0.411
H 1.345 1.994 -0.076
H 1.546 1.794 1.632
*
```